{
  "formula": "BH4NS",
  "method": "ωB97M-V with the def2-TZVPD basis set",
  "symbols": ["B", "N", "S", "H", "H", "H", "H"],
  "positions_angstrom": [[0.2253, -0.2147, -0.6821], [-0.2095, 1.5745, 0.7356], [-0.2885, -1.7307, 0.0042], [0.9418, -0.0066, -1.5449], [-0.1696, 0.9230, 1.5569], [-1.1457, 2.0175, 0.6719], [0.6463, -2.5629, -0.7416]],
  "forces_ev_per_angstrom": [[-1.22, 2.50, 2.90], [0.87, -3.01, -1.37], [1.36, -1.13, -0.87], [0.52, 0.43, -0.77], [-0.53, 1.00, -0.77], [0.51, -0.98, -0.07], [-1.50, 1.20, 0.96]],
  "spin_multiplicity": 1,
  "orbital_gap_ev": 8.71,
  "lumo_energy_ha": -0.0048,
  "charge": 0
}

***

{
  "formula": "C25H17N8O7W",
  "method": "ωB97M-V with the def2-TZVPD basis set",
  "symbols": ["W", "O", "C", "O", "C", "C", "N", "N", "C", "C", "O", "O", "H", "H", "H", "C", "O", "C", "C", "C", "C", "C", "C", "N", "N", "C", "C", "C", "C", "O", "C", "N", "C", "C", "C", "C", "H", "H", "H", "H", "H", "H", "H", "H", "H", "H", "H", "H", "N", "C", "O", "C", "C", "N", "C", "N", "H", "H"],
  "positions_angstrom": [[-0.0893, -1.2474, -2.4542], [5.5776, 1.9134, -3.4582], [4.4004, 1.5348, -3.9896], [3.8214, 2.2038, -4.7863], [3.8752, 0.2097, -3.5190], [4.6056, -0.9974, -3.7594], [2.9334, -2.2807, -2.8844], [2.0727, -1.2041, -2.8278], [2.6167, 0.0222, -3.0586], [1.6672, 1.1208, -2.6480], [2.0208, 2.2337, -2.4174], [0.4401, 0.6504, -2.4671], [5.8054, 1.3800, -2.6814], [5.5848, -0.9617, -4.2254], [3.5421, -4.0917, -2.3292], [0.1271, 5.5087, 3.6223], [-0.7493, 4.9582, 2.6489], [-1.4079, 3.8269, 2.9559], [-1.2988, 3.1492, 4.1688], [-2.0606, 2.0089, 4.3706], [-2.8781, 1.5038, 3.3664], [-3.0041, 2.2003, 2.1605], [-2.2745, 3.3516, 1.9649], [-3.5986, 0.3292, 3.7503], [-3.8501, -0.6275, 3.0108], [-3.3741, -0.6862, 1.6413], [-4.2856, -0.7785, 0.6249], [-3.8875, -0.8980, -0.7275], [-2.5514, -0.9536, -1.0116], [-2.0146, -1.0518, -2.2560], [-1.6101, -0.9510, 0.0368], [-0.3094, -1.0933, -0.3515], [0.6477, -1.1121, 0.5652], [0.3545, -0.9928, 1.9270], [-0.9499, -0.8455, 2.3358], [-1.9840, -0.8154, 1.3789], [0.5717, 6.3857, 3.1630], [0.9153, 4.8005, 3.8881], [-0.4199, 5.8058, 4.5194], [-0.6667, 3.5123, 4.9651], [-2.0348, 1.4969, 5.3234], [-3.6877, 1.8823, 1.3893], [-2.3687, 3.9214, 1.0505], [-5.3407, -0.7335, 0.8597], [-4.6231, -0.9273, -1.5185], [1.6646, -1.2311, 0.2152], [1.1681, -1.0243, 2.6362], [-1.1934, -0.7616, 3.3875], [-0.9445, -4.1052, -1.6384], [0.1658, -3.5928, -2.2094], [0.0138, -2.9605, -3.3716], [1.4651, -3.8958, -1.7658], [1.5670, -4.8714, -0.7319], [1.5775, -5.6280, 0.1357], [2.6772, -3.4431, -2.3434], [4.2027, -2.1869, -3.4895], [-1.7804, -4.1362, -2.2064], [-0.8441, -4.8242, -0.9350]],
  "forces_ev_per_angstrom": [[-0.36, 1.54, 0.41], [0.12, -0.11, 0.09], [-0.30, 0.29, 0.34], [0.17, -0.11, -0.15], [-0.11, -0.19, 0.00], [0.09, -0.03, -0.06], [0.36, 0.02, -0.11], [-0.57, -0.20, -0.05], [0.27, -0.10, 0.02], [0.29, 0.25, 0.16], [-0.04, -0.02, -0.08], [-0.38, -0.47, -0.15], [-0.04, 0.10, -0.21], [0.00, -0.02, 0.00], [-0.01, -0.03, -0.03], [0.02, 0.02, 0.03], [0.07, 0.02, -0.01], [-0.02, 0.00, -0.02], [-0.03, -0.01, -0.06], [-0.05, 0.04, -0.08], [-0.03, -0.15, 0.03], [0.13, 0.04, 0.03], [-0.03, -0.02, 0.01], [0.01, -0.06, 0.23], [0.11, 0.11, -0.55], [-0.26, 0.11, 0.59], [0.02, -0.01, -0.14], [0.23, 0.09, 0.18], [0.00, -0.09, 0.09], [0.45, -0.03, -0.17], [-0.24, 0.04, -0.07], [0.17, -0.09, -0.43], [-0.10, 0.03, 0.18], [0.07, -0.01, -0.13], [-0.10, 0.01, 0.00], [0.10, -0.05, -0.09], [-0.01, 0.00, 0.00], [-0.01, 0.00, -0.01], [0.00, -0.01, 0.00], [0.01, 0.02, -0.02], [-0.01, -0.02, 0.01], [-0.07, -0.10, -0.02], [0.00, 0.01, 0.01], [0.00, 0.01, 0.06], [0.01, 0.00, -0.04], [0.00, 0.00, -0.01], [-0.02, 0.01, 0.03], [0.05, -0.01, -0.02], [-0.13, -0.13, -0.03], [0.61, -1.10, -0.29], [-0.10, 0.19, 0.03], [-0.13, 0.03, 0.30], [0.05, 0.01, 0.14], [-0.03, -0.02, -0.03], [-0.08, 0.03, -0.09], [-0.22, 0.08, 0.06], [0.07, 0.04, 0.04], [-0.01, 0.08, 0.06]],
  "spin_multiplicity": 3,
  "orbital_gap_ev": [6.10, 5.69],
  "lumo_energy_ha": [-0.1721, -0.1872],
  "charge": 1
}

***

{
  "formula": "C19H28AgN2O6P2Te",
  "method": "ωB97M-V with the def2-TZVPD basis set",
  "symbols": ["Ag", "C", "C", "C", "C", "C", "C", "N", "N", "C", "C", "C", "C", "C", "C", "H", "H", "H", "H", "H", "H", "H", "H", "H", "C", "C", "O", "P", "O", "Te", "O", "C", "C", "H", "H", "H", "H", "H", "H", "H", "H", "H", "H", "C", "O", "P", "O", "C", "O", "C", "H", "H", "H", "H", "H", "H", "H", "H", "H"],
  "positions_angstrom": [[-0.5917, 0.5053, -0.4176], [-0.5643, -5.1096, -1.8149], [0.1097, -4.2720, -0.9355], [-0.4005, -3.0222, -0.6372], [-1.5872, -2.5792, -1.2237], [-2.2507, -3.4176, -2.1252], [-1.7410, -4.6715, -2.4091], [-2.0767, -1.3280, -0.8010], [-3.0647, -0.9070, -1.4459], [-3.5190, 0.3464, -1.0502], [-4.8615, 0.6396, -1.3260], [-5.3902, 1.8686, -0.9898], [-4.5863, 2.8074, -0.3519], [-3.2562, 2.5052, -0.0729], [-2.6483, 1.3156, -0.4703], [-0.1769, -6.0959, -2.0399], [1.0409, -4.5899, -0.4838], [0.1368, -2.3534, 0.0236], [-3.1592, -3.0592, -2.5891], [-2.2619, -5.3124, -3.1111], [-5.4877, -0.1292, -1.7684], [-6.4274, 2.0925, -1.2112], [-4.9860, 3.7835, -0.0974], [-2.6624, 3.2553, 0.4433], [4.4493, 1.3001, -3.4776], [4.2648, 0.0840, -2.5831], [3.7099, 0.4382, -1.3256], [2.1144, 0.2584, -0.9267], [2.0873, -0.7565, 0.1598], [0.7859, 0.0331, -2.8523], [1.8721, 1.7601, -0.3121], [2.7210, 2.1915, 0.7578], [3.7328, 3.2168, 0.2713], [4.9067, 1.0060, -4.4250], [5.0913, 2.0362, -2.9889], [3.4819, 1.7580, -3.6817], [5.2334, -0.3817, -2.3787], [3.6336, -0.6508, -3.0901], [3.2337, 1.3333, 1.2004], [2.0745, 2.6272, 1.5186], [4.3940, 2.7656, -0.4665], [4.3325, 3.5768, 1.1106], [3.2186, 4.0628, -0.1876], [-0.3402, 2.2089, 3.7524], [-0.0769, 1.6250, 2.4801], [-0.2769, 0.0355, 2.2120], [-1.7051, -0.1437, 2.9719], [-2.5689, -1.2116, 2.5900], [0.5929, -0.5963, 3.4669], [1.9937, -0.8339, 3.3564], [0.3010, 3.0857, 3.8482], [-0.1257, 1.5108, 4.5624], [-1.3859, 2.5135, 3.8106], [-3.5693, -0.9531, 2.9336], [-2.2535, -2.1486, 3.0572], [-2.5845, -1.3281, 1.5076], [2.2411, -1.6221, 4.0686], [2.5601, 0.0663, 3.6162], [2.2730, -1.1396, 2.3486]],
  "forces_ev_per_angstrom": [[-0.36, 0.60, 0.11], [0.04, 0.06, 0.07], [0.00, -0.19, -0.09], [-0.18, 0.36, 0.02], [0.21, -1.18, -0.15], [0.00, 0.29, 0.12], [-0.02, -0.04, -0.11], [-0.71, 0.11, -0.56], [0.29, -0.95, 0.15], [-0.15, 1.77, 0.45], [0.14, -0.44, -0.03], [-0.16, 0.13, 0.06], [0.13, -0.09, -0.01], [-0.06, 0.19, -0.10], [-0.09, -0.81, 0.03], [0.02, 0.01, -0.01], [0.00, 0.01, 0.01], [0.04, 0.04, 0.04], [-0.02, -0.05, 0.01], [-0.01, 0.00, 0.02], [0.03, 0.03, -0.09], [0.00, -0.01, 0.00], [-0.04, -0.02, 0.05], [0.03, 0.01, -0.07], [-0.03, -0.03, 0.19], [0.10, 0.04, -0.14], [-0.35, 0.00, -0.19], [1.61, 0.45, 0.32], [-0.16, -0.19, -0.04], [-0.10, 0.04, -0.09], [0.04, -0.33, -0.26], [0.22, 0.09, 0.08], [-0.15, -0.12, -0.09], [0.01, 0.00, 0.00], [0.00, 0.00, -0.03], [-0.01, 0.01, -0.02], [-0.05, -0.03, 0.03], [-0.01, -0.01, 0.07], [-0.06, -0.02, 0.00], [-0.10, -0.05, 0.00], [0.01, 0.02, -0.02], [-0.02, 0.02, 0.01], [0.03, 0.01, 0.02], [-0.03, 0.00, -0.01], [0.14, 0.03, 0.06], [-0.09, 0.25, 0.59], [-0.12, 0.01, -0.05], [0.05, 0.05, 0.00], [-0.06, -0.13, -0.15], [0.04, 0.01, -0.09], [-0.02, -0.01, -0.01], [0.01, 0.00, -0.01], [0.01, -0.01, -0.01], [0.02, -0.01, 0.01], [0.00, 0.02, 0.01], [0.01, -0.01, -0.07], [0.00, 0.03, -0.01], [-0.06, 0.01, 0.01], [-0.01, 0.01, -0.06]],
  "spin_multiplicity": 1,
  "orbital_gap_ev": 6.64,
  "lumo_energy_ha": 0.0947,
  "charge": -1
}

***

{
  "formula": "C2H14O4S",
  "method": "ωB97M-V with the def2-TZVPD basis set",
  "symbols": ["C", "C", "S", "H", "H", "H", "H", "H", "H", "O", "H", "H", "O", "H", "H", "O", "H", "H", "O", "H", "H"],
  "positions_angstrom": [[-3.8498, -4.0997, 1.5754], [-2.9732, -3.4114, 0.5116], [-3.1452, -1.5291, 0.5146], [-3.2176, -4.6250, 2.3256], [-4.2951, -4.9025, 1.0363], [-4.4020, -3.3020, 2.1046], [-1.9250, -3.4015, 0.8034], [-3.1427, -3.7193, -0.5609], [-4.2166, -1.4533, -0.2821], [2.3912, 4.7151, -2.6225], [2.6112, 3.8695, -3.0291], [1.7866, 5.2932, -2.9269], [0.9943, 4.2124, -0.1677], [1.7170, 4.3862, -0.8188], [0.8447, 3.2873, -0.3460], [2.6767, 1.5715, -1.1271], [2.4881, 0.8077, -1.6816], [2.7459, 1.1890, -0.2603], [3.9454, 0.0816, 1.6634], [4.9740, -0.0120, 1.4888], [3.9921, 1.0423, 1.7994]],
  "forces_ev_per_angstrom": [[1.83, 0.48, 0.24], [0.14, 1.72, -0.33], [-0.14, -0.74, -0.18], [-0.21, 0.54, -0.36], [-1.57, -0.34, 0.10], [-0.48, -1.03, -0.44], [0.14, -0.72, -0.45], [0.40, 0.05, 1.39], [-0.10, 0.04, 0.03], [4.21, -2.75, 2.93], [-0.87, 0.68, -0.49], [-3.24, 2.09, -2.44], [0.87, 0.39, -0.56], [-0.65, 0.12, 0.53], [-0.26, -0.55, 0.09], [-0.17, 0.16, -0.73], [-0.01, 0.04, -0.10], [0.17, -0.28, 0.81], [3.71, 0.61, -0.65], [-3.08, -0.41, 0.39], [-0.68, -0.09, 0.23]],
  "spin_multiplicity": 1,
  "orbital_gap_ev": 9.47,
  "smiles": "CCS.O.O.O.O",
  "lumo_energy_ha": 0.0157,
  "charge": 0
}

***

{
  "formula": "C25H32N4O3",
  "method": "ωB97M-V with the def2-TZVPD basis set",
  "symbols": ["C", "N", "C", "O", "C", "C", "C", "C", "C", "N", "C", "C", "O", "H", "H", "H", "H", "H", "H", "H", "H", "H", "H", "H", "H", "H", "H", "H", "H", "H", "H", "N", "C", "N", "C", "C", "C", "C", "O", "C", "C", "C", "C", "C", "C", "C", "C", "C", "C", "C", "H", "H", "H", "H", "H", "H", "H", "H", "H", "H", "H", "H", "H", "H"],
  "positions_angstrom": [[-1.5329, 1.9677, -3.7483], [-2.5454, 1.1149, -3.1306], [-2.9060, 1.1733, -1.8413], [-2.4095, 1.9852, -1.0740], [-3.9850, 0.1862, -1.3413], [-3.3751, -0.8534, -0.3760], [-4.2956, -2.0183, 0.0473], [-3.5348, -2.9667, 0.9730], [-5.5547, -1.5443, 0.7740], [-4.6546, -0.5163, -2.4478], [-5.6180, -0.0438, -3.2377], [-6.1953, 1.3356, -2.9901], [-6.0314, -0.7202, -4.1636], [-1.5208, 1.8165, -4.8286], [-0.5510, 1.7246, -3.3380], [-1.7511, 3.0162, -3.5352], [-3.0058, 0.4292, -3.7091], [-4.7187, 0.7703, -0.7844], [-3.0425, -0.3279, 0.5194], [-2.4924, -1.2807, -0.8545], [-4.5935, -2.5851, -0.8347], [-3.2359, -2.4431, 1.8815], [-2.6460, -3.3437, 0.4664], [-4.1712, -3.8115, 1.2373], [-6.1629, -0.9331, 0.1083], [-5.2806, -0.9617, 1.6536], [-6.1461, -2.4052, 1.0854], [-4.3630, -1.4602, -2.6527], [-5.4146, 2.0874, -3.0877], [-6.9762, 1.5262, -3.7257], [-6.6273, 1.3724, -1.9921], [4.9582, 3.0075, 2.3558], [5.9083, 2.5204, 1.5136], [6.6826, 3.4653, 0.9943], [7.6381, 3.0759, 0.1392], [7.8472, 1.7342, -0.1961], [7.0434, 0.7446, 0.3699], [6.0293, 1.1417, 1.2514], [5.1847, 0.2520, 1.8816], [4.8001, -0.9186, 1.1448], [3.4725, -1.3995, 1.6796], [3.4535, -2.5396, 2.4984], [2.2582, -3.0139, 3.0396], [1.0609, -2.3521, 2.7708], [1.0513, -1.2091, 1.9634], [-0.1538, -0.5363, 1.7257], [-0.1744, 0.6177, 0.9431], [1.0033, 1.1020, 0.3772], [2.2119, 0.4424, 0.6112], [2.2599, -0.7209, 1.4068], [4.5461, 2.3138, 2.9726], [5.1707, 3.9299, 2.7156], [8.2763, 3.8323, -0.3070], [8.6400, 1.4766, -0.8898], [7.2169, -0.3009, 0.1343], [5.5634, -1.6937, 1.2635], [4.7073, -0.7099, 0.0741], [4.3771, -3.0626, 2.7276], [2.2605, -3.8937, 3.6762], [0.1368, -2.7234, 3.2028], [-1.0785, -0.8973, 2.1638], [-1.1049, 1.1522, 0.7903], [0.9798, 2.0041, -0.2275], [3.1113, 0.8687, 0.1804]],
  "forces_ev_per_angstrom": [[-0.10, -0.01, 0.52], [-0.27, -0.56, -0.97], [0.17, 0.48, 0.60], [-0.11, -0.12, 0.22], [-0.20, -0.58, -0.50], [-0.18, -0.13, -0.19], [0.02, 0.33, 0.42], [0.06, 0.10, -0.47], [0.19, 0.02, -0.52], [1.31, 0.12, 1.54], [-1.31, 0.43, -1.26], [0.18, -0.28, 0.10], [-0.10, -0.25, -0.25], [-0.12, -0.09, 0.18], [0.01, 0.12, -0.07], [0.06, -0.09, 0.00], [0.06, 0.07, 0.06], [0.01, 0.13, -0.13], [0.10, 0.07, -0.03], [0.20, -0.01, 0.03], [-0.07, -0.04, -0.11], [0.05, -0.06, 0.08], [0.12, -0.08, 0.15], [0.07, -0.02, 0.09], [-0.17, 0.10, 0.10], [-0.06, 0.05, 0.07], [-0.06, 0.06, 0.06], [-0.04, 0.01, -0.06], [0.01, 0.16, 0.16], [0.16, -0.14, 0.07], [0.02, 0.21, 0.13], [-0.82, -0.60, 0.75], [0.03, 0.37, 0.23], [0.95, -0.43, -0.87], [-0.17, -0.94, 0.02], [0.12, 0.56, -0.03], [-0.57, 0.59, 0.50], [0.88, -0.73, -0.96], [-0.05, 0.64, -0.25], [-0.32, -0.08, 0.11], [0.56, -1.43, 1.03], [0.27, 1.18, -0.89], [-1.41, 0.33, -0.02], [1.29, -1.20, 0.65], [-0.10, -0.08, 0.04], [-0.37, 1.51, -0.94], [-0.59, -1.01, 0.90], [1.39, -0.43, 0.08], [-1.02, 0.94, -0.46], [0.20, 0.20, -0.14], [0.01, 0.52, -0.03], [-0.20, -0.33, 0.02], [-0.17, 0.10, 0.15], [-0.09, -0.01, 0.08], [-0.11, 0.12, 0.07], [-0.09, 0.01, 0.06], [0.15, 0.27, 0.05], [-0.01, 0.13, -0.10], [-0.01, 0.10, -0.09], [0.03, 0.09, -0.08], [0.11, -0.07, 0.03], [0.06, -0.05, -0.10], [0.04, -0.13, 0.08], [0.02, -0.14, 0.09]],
  "spin_multiplicity": 1,
  "orbital_gap_ev": 8.25,
  "smiles": "CNC(=O)[C@H](CC(C)C)NC(C)=O.Nc1ncccc1OCc1cccc2ccccc12",
  "lumo_energy_ha": 0.0128,
  "charge": 0
}

***

{
  "formula": "C4H13NOS",
  "method": "ωB97M-V with the def2-TZVPD basis set",
  "symbols": ["N", "C", "C", "C", "C", "S", "H", "H", "H", "H", "H", "H", "H", "H", "H", "H", "H", "O", "H", "H"],
  "positions_angstrom": [[-2.3749, -1.2156, -0.1351], [-1.1580, -0.4995, 0.3772], [-0.0797, -0.3710, -0.6528], [1.0146, 0.6327, -0.1253], [1.1868, 1.8717, -0.9957], [0.0248, 3.2669, -0.6676], [-2.5850, -0.7958, -1.0323], [-3.1450, -0.8636, 0.4284], [-1.3813, 0.4697, 0.8258], [-0.7469, -1.1702, 1.1372], [0.5550, -1.2310, -0.8567], [-0.2880, -0.0773, -1.6788], [1.9694, 0.1474, 0.0339], [0.6923, 1.0030, 0.8553], [1.1132, 1.6493, -2.0491], [2.1786, 2.3236, -0.8785], [-0.9507, 2.4609, -0.2262], [1.2629, -2.4615, 1.4873], [1.8625, -2.0117, 2.1008], [0.8496, -3.1279, 2.0520]],
  "forces_ev_per_angstrom": [[0.29, 1.16, 0.26], [-0.69, -1.74, -0.36], [2.75, 0.96, -0.32], [-1.05, 0.65, 0.17], [0.57, 0.66, -0.12], [0.08, -0.64, 0.15], [0.01, -0.13, -0.38], [-0.12, -0.43, 0.16], [-0.09, 0.09, -0.07], [-0.02, 0.47, 0.24], [-0.76, -0.88, 0.51], [-1.07, 0.43, 0.04], [0.20, -0.17, -0.17], [0.21, -0.17, 0.07], [-0.11, -0.30, -0.34], [-0.13, -0.12, 0.19], [-0.15, 0.18, -0.06], [0.22, -0.04, 0.57], [-0.10, -0.03, -0.28], [-0.04, 0.01, -0.24]],
  "spin_multiplicity": 1,
  "orbital_gap_ev": 9.60,
  "smiles": "NCCCCS.O",
  "lumo_energy_ha": 0.0238,
  "charge": 0
}

***

Largest force on an atom / eV/Å: 4.01, 1.64, 1.83, 5.82, 2.02, 2.93
Calculated total energy / hartree: -480.088238, -1994.416317, -2399.581253, -783.686267, -1416.638535, -688.350482